No. 1
{
  "formula": "C25H30AsBrIN4PtS",
  "method": "ωB97M-V with the def2-TZVPD basis set",
  "orbital_gap_ha": [0.2448, 0.2464],
  "molar_mass_g_mol": 895.4,
  "lumo_ev": [-3.062, -4.154],
  "total_charge": 1,
  "energy_ev": -185429.937,
  "multiplicity": 3,
  "fmax_ev_per_a": 0.7,
  "species": ["Pt", "N", "C", "S", "N", "N", "C", "C", "C", "C", "C", "C", "C", "C", "C", "C", "C", "C", "N", "H", "H", "H", "H", "H", "H", "H", "H", "H", "H", "H", "C", "C", "As", "C", "C", "C", "C", "H", "H", "H", "H", "H", "H", "H", "H", "H", "H", "H", "H", "H", "H", "H", "Br", "C", "C", "C", "C", "C", "C", "I", "H", "H", "H", "H"],
  "coordinates": [[0.0232, 0.1637, 0.3518], [2.7536, 3.5840, -0.2852], [2.2929, 2.3276, -0.0501], [1.4992, 2.0189, 1.4713], [2.4769, 1.4422, -0.9861], [1.9565, 0.2261, -0.6489], [2.7095, -0.8035, -0.5130], [4.1868, -0.8273, -0.6636], [4.8444, -0.0985, -1.6574], [6.2247, -0.1628, -1.7679], [6.9646, -0.9347, -0.8828], [6.3210, -1.6457, 0.1199], [4.9400, -1.5997, 0.2247], [2.0010, -2.0234, -0.0470], [2.3912, -3.2957, -0.4307], [1.7093, -4.3896, 0.0772], [0.6776, -4.1759, 0.9766], [0.3274, -2.8766, 1.2881], [0.9578, -1.8166, 0.7759], [2.8291, 4.2083, 0.4984], [3.4106, 3.7040, -1.0386], [4.2710, 0.5035, -2.3451], [6.7245, 0.3904, -2.5530], [8.0432, -0.9818, -0.9730], [6.8930, -2.2419, 0.8191], [4.4478, -2.1441, 1.0216], [3.2158, -3.4117, -1.1225], [1.9895, -5.3934, -0.2169], [0.1378, -4.9984, 1.4259], [-0.4815, -2.6737, 1.9747], [-4.3464, 2.7749, -0.1089], [-3.3899, 1.5830, -0.1112], [-1.5138, 2.0595, 0.1367], [-1.5696, 3.3656, 1.5622], [-1.7766, 2.7011, 2.9218], [-1.1139, 3.1212, -1.4395], [-0.9605, 2.2781, -2.7025], [-5.3464, 2.4434, -0.3898], [-4.0470, 3.5457, -0.8205], [-4.4174, 3.2338, 0.8767], [-3.4352, 1.0513, -1.0629], [-3.6638, 0.8675, 0.6623], [-2.3741, 4.0616, 1.3312], [-0.6310, 3.9086, 1.5323], [-2.6993, 2.1163, 2.9460], [-1.8375, 3.4491, 3.7117], [-0.9462, 2.0344, 3.1552], [-0.1874, 3.6534, -1.2212], [-1.9047, 3.8618, -1.5476], [-0.1848, 1.5217, -2.5692], [-0.6734, 2.9054, -3.5470], [-1.8902, 1.7702, -2.9668], [-3.9125, -3.8596, -2.4718], [-3.9573, -3.0761, -0.7590], [-4.9643, -3.4819, 0.1080], [-5.0562, -2.9336, 1.3760], [-4.1374, -1.9789, 1.7862], [-3.1282, -1.5775, 0.9258], [-3.0306, -2.1181, -0.3479], [-1.5080, -1.4892, -1.6579], [-5.6667, -4.2361, -0.2210], [-5.8461, -3.2553, 2.0425], [-4.2022, -1.5442, 2.7759], [-2.4198, -0.8308, 1.2510]],
  "atomic_forces_ev_per_a": [[0.334, 0.261, 0.617], [-0.079, 0.004, 0.097], [-0.052, 0.094, 0.037], [0.081, -0.236, -0.036], [0.060, 0.023, -0.142], [-0.326, -0.020, 0.302], [0.156, -0.046, -0.090], [-0.078, -0.015, -0.131], [-0.026, -0.116, -0.036], [-0.046, -0.006, -0.023], [0.020, -0.003, 0.021], [-0.012, -0.015, 0.002], [-0.045, 0.059, 0.035], [0.086, -0.019, 0.043], [0.087, -0.052, -0.007], [0.040, -0.014, -0.023], [0.017, -0.076, 0.009], [-0.031, 0.128, 0.055], [0.018, 0.137, -0.343], [-0.011, 0.020, -0.004], [0.031, -0.024, -0.012], [0.001, 0.013, -0.010], [-0.020, -0.010, 0.026], [-0.053, 0.011, 0.006], [-0.016, 0.028, -0.008], [0.019, -0.019, -0.033], [-0.031, -0.015, 0.067], [-0.023, 0.044, 0.011], [0.019, 0.030, -0.020], [-0.102, 0.079, -0.014], [0.044, -0.080, -0.029], [-0.146, 0.162, -0.056], [0.010, 0.001, -0.396], [-0.043, -0.135, 0.286], [-0.022, 0.053, -0.110], [0.114, -0.079, -0.113], [-0.033, -0.006, 0.059], [-0.007, 0.019, 0.010], [-0.010, -0.013, 0.004], [-0.006, -0.004, 0.002], [0.002, -0.053, -0.013], [-0.007, 0.070, -0.022], [-0.041, 0.027, -0.055], [0.093, 0.040, -0.018], [-0.013, 0.010, 0.013], [-0.004, -0.006, 0.002], [0.025, -0.026, 0.021], [0.033, 0.022, 0.058], [-0.028, 0.071, 0.015], [0.030, 0.019, -0.018], [-0.017, -0.007, 0.023], [0.011, 0.006, 0.004], [0.036, 0.005, -0.015], [0.068, 0.079, 0.044], [0.016, -0.027, 0.012], [-0.010, 0.000, 0.029], [-0.027, -0.036, 0.019], [0.021, -0.114, 0.008], [-0.079, -0.220, -0.267], [-0.239, -0.129, 0.115], [-0.005, 0.050, 0.013], [0.026, 0.009, -0.022], [0.007, -0.014, -0.029], [0.185, 0.059, 0.029]]
}

No. 2
{
  "formula": "C25H30Br2ClEuN7O4",
  "method": "ωB97M-V with the def2-TZVPD basis set",
  "orbital_gap_ha": [0.1604, 0.2535],
  "molar_mass_g_mol": 839.8,
  "lumo_ev": [-0.639, -0.635],
  "energy_ev": -216971.249,
  "multiplicity": 8,
  "e_above_lowest_kcal_mol": 26.6,
  "fmax_ev_per_a": 4.1,
  "species": ["Eu", "N", "C", "C", "C", "N", "H", "H", "H", "H", "H", "H", "H", "H", "H", "H", "Br", "C", "C", "C", "N", "C", "C", "C", "C", "C", "Br", "C", "C", "N", "H", "H", "H", "H", "H", "H", "C", "N", "C", "C", "O", "N", "C", "N", "H", "H", "H", "H", "H", "H", "H", "C", "O", "H", "H", "H", "Cl", "C", "C", "C", "C", "C", "C", "C", "O", "O", "H", "H", "H", "H"],
  "coordinates": [[9.9643, 9.8979, 10.0833], [7.4126, 9.7150, 11.2488], [6.2942, 9.1945, 10.4962], [5.9181, 10.0338, 9.2580], [6.9363, 9.9477, 8.1213], [8.0806, 10.7540, 8.5172], [7.5332, 9.1336, 12.0808], [7.1772, 10.6253, 11.6184], [5.4456, 8.9422, 11.0996], [6.5409, 8.2277, 10.0685], [5.7506, 11.0731, 9.5188], [4.9647, 9.6940, 8.8987], [6.4418, 10.2724, 7.1346], [7.2393, 8.8699, 8.0021], [7.8162, 11.5614, 9.1206], [8.6469, 11.0617, 7.6845], [14.8113, 5.7528, 12.6200], [13.0395, 6.4569, 12.7141], [12.1626, 6.0250, 11.6984], [11.1365, 6.8569, 11.3566], [10.8259, 7.9190, 12.1370], [11.5794, 8.3148, 13.1538], [12.7210, 7.5408, 13.4921], [11.2276, 9.4966, 13.9430], [12.0678, 9.9816, 15.0672], [11.6107, 11.0511, 15.8462], [12.7783, 11.8941, 17.1172], [10.3461, 11.5972, 15.5730], [9.7340, 11.2046, 14.3831], [10.1800, 10.2214, 13.5775], [12.3852, 5.1247, 11.1225], [10.4615, 6.7249, 10.5197], [13.2837, 7.8233, 14.4005], [13.0484, 9.5250, 15.3154], [9.7653, 12.2866, 16.2413], [8.8305, 11.7383, 14.0715], [10.9138, 15.1188, 13.0394], [10.1536, 14.2478, 12.1220], [8.7298, 14.3974, 11.8689], [8.5644, 13.1339, 10.9157], [7.4765, 12.6228, 10.5304], [9.7821, 12.5115, 10.7297], [10.6845, 13.1454, 11.5174], [11.9467, 12.6874, 11.7063], [10.4603, 16.1445, 13.0030], [11.9389, 15.0643, 12.6299], [11.0242, 14.7269, 14.0921], [8.5258, 15.3451, 11.3701], [8.1200, 14.2514, 12.7410], [12.1995, 11.8497, 11.1463], [12.6511, 13.3085, 12.0304], [9.9711, 7.2931, 7.9108], [9.6944, 8.0209, 9.0504], [10.6573, 7.8025, 7.1917], [8.9795, 7.0553, 7.4639], [10.4440, 6.3218, 8.1695], [17.4572, 8.4099, 6.0937], [16.0601, 8.6917, 6.9194], [15.1035, 9.4465, 6.2834], [13.9012, 9.7997, 6.9568], [13.7560, 9.5023, 8.3165], [14.6805, 8.6509, 8.9705], [15.8187, 8.2569, 8.2900], [12.5169, 10.0002, 9.0284], [11.5251, 10.3868, 8.2949], [12.5852, 10.0856, 10.3304], [15.2282, 9.6432, 5.2359], [13.1077, 10.2944, 6.4076], [14.4895, 8.4605, 10.0505], [16.5296, 7.4848, 8.7216]],
  "atomic_forces_ev_per_a": [[-0.646, -0.084, 1.336], [0.434, -0.260, 0.925], [-0.124, -0.379, -1.651], [0.053, -0.181, 0.349], [-0.610, -0.393, -0.495], [1.046, 0.986, -1.423], [0.216, 0.039, -0.264], [-0.073, 0.343, -0.136], [-0.873, 0.436, 0.565], [0.604, -0.315, 0.066], [0.078, 0.321, 0.146], [-0.548, -0.430, -0.171], [0.705, -0.272, 1.302], [-0.102, 0.956, -0.018], [0.084, -0.670, -1.003], [-0.830, -0.296, 1.266], [-0.354, -0.102, 0.613], [-0.136, -0.207, -1.088], [1.303, -0.208, -0.070], [-0.984, 0.557, 1.623], [-0.298, 1.231, -0.911], [0.912, -2.541, -0.459], [-0.067, 0.934, 1.072], [1.030, 2.256, 2.155], [-0.676, -0.492, -0.683], [0.037, -0.448, -0.822], [-0.544, -0.494, -0.288], [-0.704, 0.334, 0.110], [0.441, -0.251, 0.215], [-0.552, 0.094, 0.198], [0.021, 0.400, 0.107], [0.052, -0.109, -0.146], [0.063, -0.336, -1.022], [-0.897, 0.452, -0.327], [1.152, -0.495, -0.703], [0.188, -0.343, -0.015], [0.221, -0.624, -0.301], [1.029, 0.360, 1.262], [1.026, -1.585, -1.764], [-1.617, -1.543, -0.003], [2.289, 2.297, 1.082], [0.020, 0.858, 0.857], [-0.970, 0.169, -0.334], [-1.756, -0.216, -0.861], [0.753, -0.956, 0.137], [-0.349, 0.916, 0.323], [-0.642, 0.369, -0.931], [-0.219, -0.077, 0.006], [-0.280, 0.049, 0.479], [0.150, 0.314, 0.238], [0.444, 0.136, 0.260], [-0.662, -0.287, 0.340], [0.372, -0.589, -0.237], [-0.499, -0.138, 0.222], [0.662, -0.114, -0.607], [0.006, 0.041, -0.226], [2.272, -0.909, -0.896], [-2.625, 0.364, 3.144], [-1.627, -0.129, 0.744], [1.199, -0.438, 0.113], [-0.404, -0.541, -0.539], [-0.140, 1.156, 0.104], [1.269, -1.088, -1.095], [-0.370, 1.164, -0.020], [2.155, -0.602, 1.609], [-0.716, 0.049, -2.030], [0.033, 0.351, -0.263], [0.092, 0.100, 0.273], [0.301, -0.208, -1.026], [-0.818, 1.319, -0.417]]
}

No. 3
{
  "formula": "C25H30CaN9O3PS2",
  "method": "ωB97M-V with the def2-TZVPD basis set",
  "orbital_gap_ha": 0.2866,
  "molar_mass_g_mol": 639.8,
  "lumo_ev": -0.014,
  "energy_ev": -95365.684,
  "multiplicity": 1,
  "e_above_lowest_kcal_mol": 15.1,
  "fmax_ev_per_a": 3.1,
  "species": ["Ca", "C", "C", "N", "C", "C", "N", "C", "N", "N", "N", "C", "C", "C", "C", "C", "C", "H", "H", "H", "H", "H", "H", "H", "H", "H", "H", "H", "S", "C", "N", "C", "C", "C", "C", "C", "C", "C", "S", "O", "O", "O", "H", "H", "H", "H", "H", "H", "H", "C", "N", "C", "N", "C", "N", "C", "P", "C", "C", "H", "H", "H", "H", "H", "H", "H", "H", "H", "H", "H", "H"],
  "coordinates": [[1.7759, 0.1555, 0.0605], [-0.9562, 0.6815, 1.8780], [-0.9355, -0.5827, 1.0919], [0.1475, -1.2558, 0.7746], [-0.2640, -2.3670, 0.0780], [-1.6166, -2.3588, -0.0311], [-2.0378, -1.2161, 0.6158], [-3.4181, -0.7992, 0.7364], [-4.2508, -1.9081, 1.0966], [-5.2055, -2.3572, 0.2452], [-5.7184, -3.4227, 0.7051], [-5.0983, -3.7468, 1.8912], [-5.2677, -4.8236, 2.7631], [-4.4412, -4.8754, 3.8621], [-3.4665, -3.8926, 4.1069], [-3.2889, -2.8187, 3.2632], [-4.1254, -2.7680, 2.1507], [0.0465, 0.8648, 2.2641], [-1.6475, 0.6135, 2.7191], [-1.2444, 1.5251, 1.2469], [0.4441, -3.0880, -0.2922], [-2.3086, -3.0468, -0.4834], [-3.7948, -0.4267, -0.2174], [-3.4848, -0.0038, 1.4796], [-6.0126, -5.5828, 2.5718], [-4.5367, -5.6936, 4.5626], [-2.8318, -3.9875, 4.9774], [-2.5357, -2.0646, 3.4494], [5.3878, -1.3360, 2.8537], [4.1210, -0.7302, 2.1076], [3.1768, -0.2731, 1.5602], [-2.2540, -4.1982, -4.3301], [-1.4611, -3.0264, -3.8230], [-2.0905, -1.8167, -3.5315], [-1.3578, -0.7308, -3.0888], [0.0128, -0.8473, -2.9239], [0.6577, -2.0364, -3.2108], [-0.0822, -3.1209, -3.6575], [0.9133, 0.5609, -2.3234], [0.1906, 0.9784, -1.1015], [0.9403, 1.5632, -3.3470], [2.2450, 0.0557, -1.9267], [-3.2235, -4.2569, -3.8364], [-1.7194, -5.1313, -4.1610], [-2.4313, -4.0980, -5.4025], [-3.1643, -1.7293, -3.6440], [-1.8326, 0.2123, -2.8490], [1.7287, -2.1059, -3.0722], [0.4209, -4.0534, -3.8805], [3.0242, 5.5937, -0.7245], [3.7655, 4.4272, -1.1807], [4.9771, 4.2970, -0.3789], [4.7147, 4.2162, 1.0537], [3.9519, 5.3902, 1.4541], [2.7106, 5.5657, 0.7030], [1.7446, 4.5249, 1.0173], [2.3514, 2.7996, 0.5926], [2.9553, 3.2178, -1.1291], [4.0273, 2.9809, 1.4058], [2.0940, 5.6703, -1.2914], [3.6314, 6.4814, -0.9185], [5.6011, 5.1757, -0.5615], [5.5223, 3.4053, -0.6941], [4.5731, 6.2743, 1.2901], [3.7161, 5.3168, 2.5181], [0.8158, 4.7215, 0.4747], [1.5213, 4.5607, 2.0874], [2.1036, 3.3161, -1.8062], [3.5505, 2.3748, -1.4924], [4.6378, 2.1236, 1.1114], [3.9061, 2.9326, 2.4911]],
  "atomic_forces_ev_per_a": [[0.513, -0.410, 3.070], [-0.017, 0.013, -0.253], [-0.285, -0.223, 0.147], [-0.692, -0.601, 0.425], [-0.223, -0.066, -0.013], [0.136, -0.130, -0.084], [0.116, -0.041, 0.048], [-0.136, 0.148, -0.116], [0.139, -0.147, 0.259], [0.087, 0.198, -0.179], [-0.305, -0.284, -0.076], [0.519, 0.420, 0.172], [-0.025, -0.009, -0.009], [-0.119, -0.138, 0.018], [0.091, 0.152, -0.042], [0.095, 0.057, 0.063], [-0.438, -0.238, -0.173], [-0.058, 0.021, 0.097], [0.061, 0.045, 0.044], [-0.008, 0.019, 0.050], [-0.049, -0.054, -0.016], [-0.017, 0.007, -0.026], [-0.013, -0.010, 0.056], [0.065, -0.044, -0.011], [-0.018, -0.006, -0.005], [-0.005, -0.023, -0.006], [-0.011, 0.002, 0.027], [0.034, -0.032, 0.024], [0.618, -0.281, 0.350], [-0.687, 0.359, -0.287], [1.734, -0.501, 1.529], [0.018, 0.052, 0.033], [0.062, -0.075, 0.001], [0.066, 0.051, 0.052], [-0.074, 0.158, 0.066], [0.224, 0.104, 0.035], [0.133, 0.058, 0.044], [-0.082, 0.046, -0.008], [-1.106, 0.513, -2.360], [-0.918, 0.511, -0.971], [0.005, -0.108, 0.061], [0.377, -0.280, -2.059], [-0.025, -0.024, -0.016], [-0.023, -0.033, -0.025], [-0.018, -0.033, -0.003], [-0.017, -0.006, -0.029], [-0.099, -0.015, -0.045], [0.003, -0.046, -0.031], [-0.003, -0.022, -0.002], [-0.019, 0.002, 0.024], [0.101, 0.040, -0.148], [-0.014, -0.005, 0.026], [0.151, 0.066, 0.041], [-0.010, -0.011, -0.006], [-0.024, 0.131, 0.019], [-0.129, -0.273, -0.013], [0.561, 1.273, 0.218], [-0.039, -0.066, -0.010], [-0.138, -0.143, 0.012], [0.018, 0.028, -0.006], [-0.024, -0.016, -0.004], [-0.003, -0.031, 0.001], [0.004, 0.018, -0.001], [-0.016, -0.018, 0.014], [0.016, 0.032, -0.007], [0.003, -0.028, 0.037], [-0.044, -0.020, -0.035], [0.008, -0.014, 0.021], [-0.021, 0.040, -0.058], [-0.010, 0.010, 0.077], [0.001, -0.067, -0.028]]
}